{
  "formula": "C11H10ClIrNO",
  "method": "the ωB97M-V functional and the def2-TZVPD basis",
  "symbols": ["C", "C", "C", "H", "C", "C", "H", "H", "H", "H", "Ir", "Cl", "C", "C", "C", "H", "C", "C", "H", "H", "H", "H", "O", "C", "N"],
  "coordinates": [[0.7592, -1.4358, 1.4341], [0.7534, -1.5572, -0.0038], [-0.6529, -1.8509, -0.4013], [1.6208, -1.5443, -0.6862], [-1.4196, -1.9705, 0.8216], [-0.5492, -1.7244, 1.9123], [-0.8409, -1.7355, 2.9653], [1.7011, -1.2620, 1.9592], [-0.9282, -2.0781, -1.4509], [-2.4782, -2.2647, 0.8243], [-0.2857, 0.3560, -0.0520], [-2.5404, 0.9198, 0.4773], [0.3933, 2.1394, -0.8000], [-0.8154, 1.7894, -1.4951], [-0.5442, 0.6076, -2.2578], [-1.6930, 2.4126, -1.5251], [0.8108, 0.2599, -2.0807], [1.3959, 1.1485, -1.1451], [2.4300, 1.2182, -0.8352], [0.5580, 3.0623, -0.2644], [-1.2295, 0.1466, -2.9374], [1.3285, -0.5477, -2.5640], [1.2041, 1.2618, 3.8011], [0.7674, 1.2881, 2.6942], [0.2549, 1.3608, 1.6097]],
  "relative_energy_ev": 0.000,
  "s2": 6.024,
  "multiplicity": 5,
  "orbital_gap_ev": [4.71, 6.92],
  "total_charge": -1
}